No. 1
Below is a molecular structure, C25H28BN8OS2W, with properties calculated with ωB97M-V/def2-TZVPD.

total energy = -2371.1337 Ha
Kohn-Sham gap (alpha / beta) = 6.289 / 6.283 eV
HOMO (alpha / beta) = -3.5 / -3.5 eV
<S²> = 2.0193
strongest force on any atom = 0.016 hartree/bohr
relative energy (zero: lowest compared OMol25 entry of this formula, charge and spin) = 2.171 eV

Geometry as ORCA input:
```
! RIJCOSX wB97M-V def2-TZVPD def2/J DEFGRID3
* xyz -1 3
H -1.13568 -1.34832 4.42184
H 3.57167 5.40958 -0.06156
H -0.67303 3.69760 -0.58008
C -2.06266 0.15697 -1.16643
C -3.62293 1.58387 2.22324
H 1.44454 4.49213 0.72796
H 5.05284 3.99491 -1.49465
S 2.15576 0.15112 -1.55765
H 2.82483 0.21246 1.17197
H -4.43478 1.28624 1.54379
C 2.49369 1.78622 -1.01971
C -1.27135 -0.94468 -5.91477
C -0.70636 2.59882 -0.54971
N 0.40273 2.08528 0.26669
C -2.20569 -3.14766 2.66688
C 2.08466 3.87709 0.10977
H -4.77528 1.90225 4.20719
H -1.63436 2.27597 -0.07742
H -1.81322 1.05651 -6.48437
C -0.87700 -1.75770 -4.86855
H 0.22201 2.28012 -2.47980
S -0.12708 -2.26612 -2.31082
H -2.58711 -0.66808 -1.64509
H -1.37851 -1.35563 -6.91145
N -2.17334 0.18573 3.20281
H -1.91936 -3.29146 -0.56753
C -2.51860 -3.85392 1.52498
C -1.94214 -3.10720 0.49382
C 3.28348 4.40255 -0.33558
H -0.70155 1.94718 2.02844
C -0.98702 0.10047 -3.33034
C -1.51149 0.40019 -5.67754
C -1.37137 0.91331 -4.39593
H -3.07292 -4.77266 1.44614
H -0.66012 -2.80556 -5.03675
C 4.10461 3.61466 -1.13418
C 3.70941 2.33501 -1.46276
H 0.95345 -0.28375 5.01177
H -0.11321 3.57479 1.70008
C -0.71960 -1.24917 -3.57797
N -2.46458 0.72753 2.01328
H 3.37364 0.34684 3.86580
H -1.79881 -0.13222 -0.12202
C 1.67607 2.58141 -0.21468
N -1.32459 -2.03941 0.98447
C 0.14701 2.50904 1.65535
H -3.37594 2.61980 1.93631
W 0.21957 -0.79973 -0.36210
H -2.44489 -3.32652 3.70183
N 0.31871 -0.40730 3.01407
C -3.96511 1.42767 3.67881
N -1.48156 -2.06908 2.32226
N -0.90656 0.58077 -1.97043
C 1.23024 -0.18267 3.97625
O 1.17474 -2.14358 0.05207
N 0.89265 -0.24039 1.80754
C -0.70427 2.05231 -1.94841
C -3.06159 0.57681 4.18409
H -1.54110 2.53679 -2.45594
C 2.43681 0.12811 3.38404
B -1.12459 -0.91876 3.29479
H -2.95145 0.19462 5.18705
H 1.02230 2.33666 2.27638
H 4.34560 1.71117 -2.07896
C 2.16845 0.06645 2.01463
H -1.57417 1.96184 -4.24882
*
```


No. 2
Below is 8 unconnected molecules or ions with the total composition C54H94NO16S7 in a non-equilibrium geometry, with properties calculated with ωB97M-V/def2-TZVPD.

total energy = -6159.6206 Ha
Kohn-Sham gap = 7.751 eV
HOMO = -10.7 eV
strongest force on any atom = 0.031 hartree/bohr
relative energy (zero: lowest compared OMol25 entry of this formula, charge and spin) = 0.000 eV

Geometry as ORCA input:
```
! RIJCOSX wB97M-V def2-TZVPD def2/J DEFGRID3
* xyz 1 1
H -1.54385 5.91763 5.79855
S 0.97719 9.14874 8.50415
C 1.79104 -15.22457 2.91766
H -6.61110 8.50933 -5.33045
H -8.46494 6.66380 -5.88979
H 4.91591 -2.85818 4.18083
C 5.90607 -1.69387 2.65804
C 4.89112 -3.93554 1.58971
H 0.23202 0.62440 3.43960
C 1.75374 5.46416 6.47350
C -11.04179 3.73062 -7.72942
S 5.13718 -8.01071 2.96748
H -6.76735 7.70255 -9.33346
H 6.89480 -4.26423 2.32305
H 3.54907 1.86915 6.68135
H -2.16326 4.36642 4.30950
H -12.98403 2.76185 -7.63825
H -0.17988 -2.49216 0.07670
C 1.13255 -1.42391 -3.89767
C 0.19501 -0.65959 -4.57326
C 1.74532 3.98603 6.72740
C -6.35887 7.03602 -8.57675
C 2.26670 -2.15868 -1.75596
H 3.62501 9.56286 9.72469
H 1.04466 8.20328 10.66444
H 3.44607 -14.16328 1.98513
H -10.56065 2.91536 -7.19036
H -12.91307 4.15690 -8.71355
H 6.89730 -1.57357 2.22240
H -1.40954 0.77275 -4.33065
O -2.90108 1.66168 -5.54892
C 3.24329 -15.12159 2.46278
C 6.10840 -2.07842 -5.22514
H 2.64423 -15.40117 5.76320
C -1.05356 2.90709 -7.00505
O -8.67542 3.60932 -8.91425
H 1.23486 10.83261 11.14587
C 3.95003 -3.11805 -4.86905
H -0.52605 2.58185 5.27187
C -6.52586 7.63906 -5.97648
C 1.96908 10.81797 10.33874
H -2.30904 2.28264 3.41026
C -10.86936 3.11024 -10.32568
H -2.13051 5.47757 -7.33775
C 4.03836 -2.83563 -3.49948
S -10.00133 4.13491 -9.12933
H 3.20694 -13.72105 5.59494
C -7.84143 7.19408 -6.60853
C 1.25167 10.86260 8.98329
O -1.94836 3.80257 -4.68291
H -0.02545 0.52932 -0.13510
C -0.84987 0.69703 3.41099
O 4.47690 -16.54814 4.29743
C 1.66637 -14.30549 4.14130
H -0.77749 4.05219 -8.83411
C 0.37702 -0.45143 -0.34723
H -2.37689 -0.58414 2.57883
C 6.35673 -9.30812 2.81686
C 5.84890 -2.88327 3.61385
H 4.48849 -10.48095 1.14061
C -0.54494 0.17283 -2.48123
H 0.28838 11.36224 9.03511
H -1.58785 0.49654 1.42926
C -0.51294 -1.48649 0.30713
H -1.54230 -1.35070 -0.01003
H -4.18340 3.20397 -7.29585
H 0.14691 -0.69067 -5.64753
C -7.46085 6.30410 -7.80095
H -6.04296 6.82160 -5.44147
S -2.38381 2.99310 -5.79272
O -10.20769 5.52123 -9.47015
H -7.08557 5.34570 -7.43781
H 1.10495 -14.93755 2.12273
N 0.37247 -0.57440 -1.82438
H 3.56461 -15.93684 1.81960
C 2.92031 -3.23374 -2.60558
H 1.87487 -2.57955 -0.84081
H -0.76064 5.05246 3.56513
H 6.89908 -1.77722 -5.88740
O 2.52290 -4.35296 -2.54629
S -5.48877 8.05520 -7.37675
C 1.80604 8.41982 9.91614
H -11.27410 3.77368 -11.08695
C 5.17653 -2.18668 -2.98111
C 5.89054 -4.14007 2.73128
H 2.65561 5.68259 5.91033
H -11.60243 1.43356 -9.17212
H 4.93248 -2.97819 -6.77682
O 5.03202 -7.61382 4.34941
H 1.75219 3.41256 5.80401
H -0.80206 1.86252 -7.17309
H 0.72512 -14.45726 4.66615
H -10.15523 2.42404 -10.77229
H 3.79447 2.11233 8.41327
C -12.35889 3.28623 -8.35828
H 0.32997 6.97199 6.04780
S 4.79985 -2.16159 1.33748
C -0.74289 5.19573 5.68377
O -5.68786 9.44236 -7.70294
H -3.20226 5.01812 -8.65297
H -2.06342 2.85716 -8.91718
H -11.13104 4.60536 -7.08934
H 5.57093 -0.75325 3.08959
H -0.79542 4.54664 6.54921
C 2.76412 9.50591 10.39360
H 6.12500 -11.46604 2.68252
O -4.15607 7.53745 -7.16963
C -1.08246 4.43613 4.39979
H 2.61260 11.68638 10.46638
H -0.99277 2.50550 2.28542
C -1.42692 -0.15642 2.28483
C -3.52024 3.92041 -6.81078
C -0.66770 0.15282 -3.85926
H 3.20409 -8.56010 1.69326
H 5.20834 -4.40499 0.66262
C 1.23461 -1.37772 -2.50476
O 5.35496 -7.00333 1.95410
H 1.38335 -0.48838 0.04371
C -0.49409 -1.28801 1.82870
H -5.64527 6.35538 -9.03366
H 5.32666 -10.73207 4.06865
O 5.37110 -1.81129 0.05306
C -0.49671 3.03354 4.28466
H 1.81309 -2.03358 -4.45737
H -0.69977 -2.22049 2.33815
C 3.11635 2.28951 7.58938
H 0.91004 3.70602 7.36759
H 5.27281 -1.99988 -1.92505
H 6.77821 -9.24496 1.81408
O 2.93313 3.67571 7.45301
H 5.65429 -5.03429 3.29222
C -11.97580 2.38917 -9.54388
C -1.58704 3.59492 -8.26900
O 1.74815 8.85787 7.32127
H -1.17765 0.79579 -1.87751
H 0.53686 3.12473 3.96557
H -1.25342 0.34963 4.35797
C -2.62416 4.63166 -7.81727
H -8.39835 8.06558 -6.95817
H 1.85503 6.02300 7.39446
S 4.18688 -15.17484 3.98557
H 3.08072 -3.62262 -5.25797
H -8.31064 6.10031 -8.44140
C 2.86001 -14.60047 5.05942
H -0.19920 3.43293 -6.58334
H 6.67270 -2.85784 4.32383
H -4.09283 4.59792 -6.18135
C 4.26778 -10.41467 2.20742
H -12.83007 2.17960 -10.18433
H 2.17087 1.78511 7.78710
H 3.89487 -4.28448 1.85422
H 2.29897 7.50240 9.60244
H 1.56412 -16.25345 3.20223
H 7.06187 -1.29451 -3.46606
H 1.69649 -13.26256 3.81834
C 6.19920 -1.80582 -3.85768
C 3.71264 -9.02151 2.53576
O 3.46155 -1.70087 1.64594
C 0.56672 6.00751 5.64302
H 0.51267 -0.99803 2.09529
H 3.53855 -11.18928 2.43954
H 7.13574 -9.15269 3.55916
C 4.98872 -2.74638 -5.72728
O 5.23553 -14.18605 3.93823
H 3.05473 -9.03662 3.40224
O -0.42946 8.84300 8.56294
H 0.87535 6.18521 4.61935
H 3.13194 9.29709 11.39651
C 5.56227 -10.59568 3.01197
C -1.23511 2.16099 3.29102
H 1.86827 11.32024 8.21254
H 3.03980 -1.45448 -1.45222
*
```


No. 3
Below is 2 unconnected molecules or ions with the total composition C2H5Br2OP in a non-equilibrium geometry, with properties calculated with ωB97M-V/def2-TZVPD.

total energy = -5643.7764 Ha
Kohn-Sham gap (alpha / beta) = 7.484 / 7.135 eV
HOMO (alpha / beta) = -7.6 / -7.6 eV
strongest force on any atom = 0.040 hartree/bohr
relative energy (zero: lowest compared OMol25 entry of this formula, charge and spin) = 2.997 eV

Geometry as ORCA input:
```
! RIJCOSX wB97M-V def2-TZVPD def2/J DEFGRID3
* xyz 0 1
H 1.24824 0.23190 0.81655
H -0.40427 0.07927 1.46281
Br 2.63004 2.04087 -2.01786
H -0.96680 -0.38951 -2.05550
H 0.69892 -1.32771 1.47969
Br 2.94684 -1.32526 -1.62715
C 0.39645 -0.43982 0.92860
O -0.07759 -0.90168 -0.32294
H -0.37443 1.04788 -1.02214
C -0.35705 -0.00965 -1.25247
P 1.88759 0.14314 -2.89769
*
```